[1]
The following is a quantum chemistry calculation of the molecule C4H9NO2 in a non-equilibrium geometry, from the Open Molecules 2025 dataset.

Structure (XYZ):
```
16
C4H9NO2 | the Open Molecules 2025 dataset | ωB97M-V/def2-TZVPD
C -0.54785 -0.22465 0.71475
N 0.51519 0.53174 1.40079
C 1.81941 0.22268 1.22954
O 2.02393 -0.89184 0.49905
O 2.75663 0.84167 1.70435
C -1.00166 0.50348 -0.55905
C -1.21492 -0.37404 -1.79630
H -1.35250 -0.24542 1.43341
H -0.21745 -1.23679 0.49938
H 0.30312 1.26515 2.04994
H 2.98215 -0.90891 0.34605
H -1.96666 0.97466 -0.34601
H -0.31142 1.30261 -0.84146
H -1.24019 0.24663 -2.68992
H -2.15228 -0.92321 -1.72480
H -0.39552 -1.08378 -1.91974
```

The LUMO energy comes out at 0.81 eV. The calculation puts the HOMO energy at -9.8 eV. Its SMILES is CCCNC(=O)O. The calculated total energy comes out at -9879.7349 eV. The net charge is 0. The value obtained for the largest force on an atom is 0.0288 Eh/bohr.

[2]
The following is a quantum chemistry calculation of the molecule C4H9NO2 in a non-equilibrium geometry, from the Open Molecules 2025 dataset.

Structure (XYZ):
```
16
C4H9NO2 | the Open Molecules 2025 dataset | ωB97M-V/def2-TZVPD
C 0.06233 0.30489 -0.51077
C 0.76017 -0.97422 -1.00969
N 0.79721 1.47644 -0.84306
C 0.13755 0.18222 1.20614
C -0.95424 -0.02481 1.87228
O -1.23419 0.33445 -0.93457
O 0.14523 -2.15349 -0.57063
H -1.88587 0.65555 -0.14760
H -0.16498 -2.01835 0.33586
H 0.30177 2.33795 -0.66084
H 1.44210 1.42514 -1.61886
H 1.81347 -0.92943 -0.69547
H 0.72326 -0.99626 -2.10157
H 1.14799 0.31424 1.55484
H -1.95101 0.04344 1.19463
H -1.14079 0.02222 2.92931
```

The LUMO energy comes out at 0.81 eV. The calculation puts the HOMO energy at -9.3 eV. Its SMILES is C=C[C@](N)(O)CO. The calculated total energy comes out at -9876.9109 eV. The net charge is 0. The value obtained for the largest force on an atom is 0.0753 Eh/bohr.

[3]
The following is a quantum chemistry calculation of a cluster of 2 separate species, C4H9NO2 in total, from the Open Molecules 2025 dataset.

Structure (XYZ):
```
16
C4H9NO2 | the Open Molecules 2025 dataset | ωB97M-V/def2-TZVPD
C 2.04613 0.37828 -0.16405
C 1.15451 -0.76864 0.13861
O 0.93727 -1.20577 1.34614
C -0.77779 0.88902 0.44700
C -1.25798 -0.02464 -0.53273
O -0.54195 -0.49250 -1.46447
N -2.53353 -0.54025 -0.40438
H 2.06077 1.11667 0.63685
H 1.73631 0.83803 -1.10095
H 3.05531 -0.04178 -0.29922
H 1.09592 -1.56694 -0.59048
H 0.75486 -0.41899 1.89922
H -1.48154 1.20803 1.21967
H -0.17686 1.70187 0.04584
H -2.82596 -1.11840 -1.17925
H -3.24546 0.04601 0.00218
```

The LUMO energy (spin up / spin down) comes out at -0.15 / -0.15 eV. The calculation puts the HOMO energy (spin up / spin down) at -7.2 / -7.2 eV. The calculated total energy comes out at -9875.9221 eV. The net charge is 0. The value obtained for the largest force on an atom is 0.0081 Eh/bohr.

[4]
The following is a quantum chemistry calculation of a cluster of 2 separate species, C4H9NO2 in total in a non-equilibrium geometry, from the Open Molecules 2025 dataset.

Structure (XYZ):
```
16
C4H9NO2 | the Open Molecules 2025 dataset | ωB97M-V/def2-TZVPD
C -0.74688 -1.03291 -0.37048
C -0.06927 0.30336 -0.21174
C 1.40077 0.07982 -0.48960
C -0.33533 1.21833 0.86418
H -2.67317 -0.98450 -0.45497
H 0.06675 -1.70454 0.06149
H -0.66033 -1.32829 -1.41885
H 2.00512 -0.11479 -1.50524
H 2.02213 0.97105 0.04022
H 1.36346 -1.31763 1.38223
H -1.06145 0.80758 1.51890
H 0.17726 1.91037 1.40724
H -0.58171 2.17958 -0.88449
N -1.05144 1.37256 -0.52364
O -1.94809 -1.41477 0.30278
O 2.09217 -0.94522 0.28198
```

The LUMO energy comes out at 0.22 eV. The calculation puts the HOMO energy at -9.6 eV. The calculated total energy comes out at -9872.7001 eV. The net charge is 0. The value obtained for the largest force on an atom is 0.1269 Eh/bohr.

[5]
The following is a quantum chemistry calculation of a cluster of 2 separate species, C4H9NO2 in total, from the Open Molecules 2025 dataset.

Structure (XYZ):
```
16
C4H9NO2 | the Open Molecules 2025 dataset | ωB97M-V/def2-TZVPD
C -2.65908 0.40800 1.04604
O -1.43038 -0.14667 0.65479
C -0.87968 0.49860 -0.45888
C 0.59009 0.20273 -0.48609
N 1.22527 -0.28950 0.49006
C 3.17766 -1.00880 -0.69050
O 3.60056 -0.00680 -1.21760
H -2.52753 1.45279 1.36397
H -3.39003 0.37457 0.22588
H -3.02809 -0.18460 1.88501
H -1.00303 1.59252 -0.38992
H -1.36101 0.17081 -1.39467
H 1.14049 0.43703 -1.40489
H 2.42207 -1.65239 -1.18238
H 0.59363 -0.46662 1.27292
H 3.52907 -1.38167 0.28624
```

The LUMO energy comes out at 0.81 eV. The calculation puts the HOMO energy at -9.3 eV. Its SMILES is [H]/N=C\COC.C=O. The calculated total energy comes out at -9876.9029 eV. The net charge is 0. The value obtained for the largest force on an atom is 0.0085 Eh/bohr.

[6]
The following is a quantum chemistry calculation of the molecule C4H9NO2, from the Open Molecules 2025 dataset.

Structure (XYZ):
```
16
C4H9NO2 | the Open Molecules 2025 dataset | ωB97M-V/def2-TZVPD
N -0.80668 -2.13887 -0.56822
C -0.89421 -0.84877 -0.07232
O -0.12644 -0.64557 1.03119
C -1.64749 0.11366 -0.62245
C 0.37953 0.68004 1.19784
C 1.29274 1.15582 0.06447
O 2.09002 0.06984 -0.34834
H -0.34458 -2.83352 -0.00266
H -1.64856 -2.46415 -1.01741
H -2.08332 -0.01260 -1.60168
H -1.87684 1.00822 -0.06159
H -0.42687 1.41565 1.32177
H 0.93212 0.63060 2.13623
H 0.70417 1.56346 -0.76915
H 1.90974 1.97716 0.46841
H 2.54666 0.32903 -1.15610
```

The LUMO energy comes out at 0.96 eV. The calculation puts the HOMO energy at -7.9 eV. Its SMILES is C=C(N)OCCO. The calculated total energy comes out at -9877.8112 eV. The net charge is 0. The value obtained for the largest force on an atom is 0.0075 Eh/bohr.

[7]
The following is a quantum chemistry calculation of the molecule C4H9NO2, from the Open Molecules 2025 dataset.

Structure (XYZ):
```
16
C4H9NO2 | the Open Molecules 2025 dataset | ωB97M-V/def2-TZVPD
C -1.47338 1.44477 0.17782
O -0.50101 1.10944 1.14454
C -0.18606 -0.26845 1.13622
C 0.52147 -0.66838 -0.12548
N -0.14911 -1.41174 -0.96458
O -1.32502 -1.86203 -0.82303
C 1.88731 -0.11708 -0.39160
H -1.72596 2.49542 0.33667
H -1.09459 1.32072 -0.84813
H -2.37566 0.82615 0.28113
H -1.08595 -0.88606 1.22822
H 0.46731 -0.43417 1.99961
H 0.30000 -1.68643 -1.84631
H 2.59694 -0.47819 0.36453
H 1.85410 0.97522 -0.28942
H 2.28961 -0.35918 -1.38018
```

The LUMO energy comes out at 0.82 eV. The calculation puts the HOMO energy at -8.6 eV. Its SMILES is COC/C(C)=[NH+]\[O-]. The calculated total energy comes out at -9876.3595 eV. The net charge is 0. The value obtained for the largest force on an atom is 0.0145 Eh/bohr.

[8]
The following is a quantum chemistry calculation of the molecule C4H9NO2 in a non-equilibrium geometry, from the Open Molecules 2025 dataset.

Structure (XYZ):
```
16
C4H9NO2 | the Open Molecules 2025 dataset | ωB97M-V/def2-TZVPD
C 0.61716 2.40929 -0.47660
C 0.69940 0.89357 -0.15912
C -0.79234 0.46804 0.11957
C -0.84412 -0.98416 0.55995
O 0.24932 -1.78260 0.20819
O -1.62538 -1.50678 1.31610
N 1.23771 0.22895 -1.33761
H -0.22495 2.69053 -1.12615
H 1.54388 2.80346 -0.91678
H 0.58953 2.98150 0.45615
H 1.16976 0.62423 0.77914
H -1.13478 1.16338 0.92188
H -1.43257 0.62036 -0.78315
H -0.23636 -2.63886 0.30131
H 1.79684 0.87380 -1.87935
H 1.80498 -0.55222 -1.00169
```

The LUMO energy comes out at 0.85 eV. The calculation puts the HOMO energy at -9.4 eV. Its SMILES is C[C@H](N)CC(=O)O. The calculated total energy comes out at -9878.9202 eV. The net charge is 0. The value obtained for the largest force on an atom is 0.0537 Eh/bohr.

[9]
The following is a quantum chemistry calculation of a cluster of 2 separate species, C4H9NO2 in total, from the Open Molecules 2025 dataset.

Structure (XYZ):
```
16
C4H9NO2 | the Open Molecules 2025 dataset | ωB97M-V/def2-TZVPD
O 2.46952 1.19596 -1.08112
C 1.83586 0.19826 -0.87874
C 2.14420 -0.80092 0.21700
N 1.29709 -0.44168 1.36259
H 0.92288 -0.03125 -1.47554
H 1.85012 -1.79647 -0.11414
H 3.22587 -0.77901 0.39381
H 1.46590 -1.11983 2.09431
H 1.60197 0.44862 1.73406
C -1.77850 -0.03424 0.36692
C -2.57014 0.75080 -0.35052
O -3.30432 0.25902 -1.40031
H -1.12657 0.43140 1.08445
H -1.69229 -1.08512 0.13266
H -2.69401 1.81167 -0.16321
H -3.64760 0.99279 -1.92222
```

The LUMO energy comes out at 0.87 eV. The calculation puts the HOMO energy at -8.9 eV. Its SMILES is NCC=O.C=CO. The calculated total energy comes out at -9877.3414 eV. The net charge is 0. The value obtained for the largest force on an atom is 0.0144 Eh/bohr.

[10]
The following is a quantum chemistry calculation of a cluster of 2 separate species, C4H9NO2 in total, from the Open Molecules 2025 dataset.

Structure (XYZ):
```
16
C4H9NO2 | the Open Molecules 2025 dataset | ωB97M-V/def2-TZVPD
C 0.42484 0.18906 -2.01301
C 0.78801 0.43347 -0.54314
N -0.33182 0.20189 0.38633
C -0.77073 -1.75292 0.57417
O -0.07560 -2.26811 -0.23422
O -1.58079 -1.75204 1.44172
C -0.26620 0.63684 1.79578
H -0.37306 0.85377 -2.36883
H 1.31046 0.39859 -2.62299
H 0.12967 -0.84725 -2.20223
H 1.59854 -0.25204 -0.26858
H 1.15802 1.46034 -0.42615
H -1.19656 0.55094 -0.01360
H -1.18401 0.26892 2.25924
H 0.57184 0.15511 2.31344
H -0.20261 1.72342 1.92206
```

The LUMO energy comes out at 0.85 eV. The calculation puts the HOMO energy at -9.8 eV. Its SMILES is O=C=O.CCNC. The calculated total energy comes out at -9879.2550 eV. The net charge is 0. The value obtained for the largest force on an atom is 0.0140 Eh/bohr.

In the order shown, the computed energy relative to the best compared isomer or geometry (same formula, charge and spin) values come out to 7.5; 72.6; 95.4; 169.7; 72.8; 51.9; 85.4; 26.3; 62.7; 18.6 kcal per mole.